1.
Entry from OMol25: a cluster of 2 separate species, C5H9I in total (ωB97M-V with the def2-TZVPD basis set).

Element x y z (Å)
C 1.114 2.080 0.718
C 0.415 1.337 -0.143
C 0.242 1.437 -1.641
C -1.372 -2.437 0.905
C -0.406 -2.447 -0.213
I 1.549 -2.290 0.591
H 1.230 1.866 1.798
H 1.551 2.993 0.272
H 0.502 0.372 -2.006
H -0.798 1.734 -2.141
H 0.851 2.259 -2.057
H -2.498 -2.539 0.617
H -1.099 -3.255 1.546
H -1.259 -1.512 1.457
H -0.021 0.404 0.297

HOMO level, eV: -8.76
Orbital gap, eV: 7.832
DFT total energy, a.u.: -493.4195
Energy above the lowest of the compared OMol25 structures with the same formula, charge and spin, kJ/mol: 440.43

These are the Löwdin partial charges, in e, on atoms 1 to 4: -0.028 -0.304 -0.129 -0.352

2.
Entry from OMol25: the ion C5H9IN with charge +1 (ωB97M-V with the def2-TZVPD basis set).

Element x y z (Å)
C -1.251 -0.484 -1.400
C -1.193 0.834 -1.325
C -0.799 -1.482 -0.428
C 0.418 -0.857 0.183
C 1.295 1.183 1.162
N 0.130 0.450 0.809
I -1.043 2.805 -1.543
H -1.917 -0.898 -2.193
H -1.625 -1.710 0.316
H -0.457 -2.372 -0.954
H 0.868 -1.363 1.044
H 1.103 -0.642 -0.536
H 1.929 0.636 1.763
H 1.852 1.201 0.173
H 1.362 2.231 1.579
H -0.672 0.468 1.350

Charge: +1
HOMO level, eV: -13.30
Orbital gap, eV: 7.664
DFT total energy, a.u.: -547.9650
Energy above the lowest of the compared OMol25 structures with the same formula, charge and spin, kJ/mol: 326.43

These are the Löwdin partial charges, in e, on atoms 1 to 4: -0.164 -0.521 -0.147 -0.203

3.
Entry from OMol25: a cluster of 2 separate species, C5H9INO2P in total (ωB97M-V with the def2-TZVPD basis set).

Element x y z (Å)
C 0.631 -0.075 1.893
C 0.508 1.020 1.070
C 0.268 -1.282 1.110
C -0.039 0.720 -0.296
C 0.030 -0.795 -0.313
N -1.017 -1.492 -1.004
O 0.616 3.658 0.354
O 1.947 3.006 2.452
P 1.011 2.720 1.367
I -0.991 -1.122 -4.621
H 1.013 -0.044 2.927
H 0.998 -2.067 1.256
H -0.680 -1.689 1.432
H -1.063 1.095 -0.090
H 0.489 1.169 -1.226
H 0.998 -0.896 -0.832
H -1.886 -1.499 -0.401
H -1.754 -1.716 -3.489
H -1.079 -0.712 -1.589

HOMO level, eV: -10.13
Orbital gap, eV: 9.719
DFT total energy, a.u.: -1040.1768
Energy above the lowest of the compared OMol25 structures with the same formula, charge and spin, kJ/mol: 50.23

These are the Löwdin partial charges, in e, on atoms 1 to 4: -0.014 -0.306 -0.138 -0.163

4.
Entry from OMol25: an isolated molecule of C5H9N (ωB97M-V with the def2-TZVPD basis set).

Element x y z (Å)
C 2.119 -0.599 0.108
N 0.696 -0.661 0.314
C -0.125 0.372 -0.240
C 0.492 1.267 -1.036
C -2.141 -0.294 0.995
C -1.558 0.079 -0.177
H 2.535 -1.436 0.675
H 2.290 -0.751 -0.964
H 2.581 0.338 0.409
H 0.182 -1.495 0.518
H 1.408 1.181 -1.622
H 0.042 2.223 -1.318
H -1.391 -0.854 1.549
H -2.907 0.159 1.607
H -2.133 0.390 -1.041

HOMO level, eV: -7.79
Orbital gap, eV: 8.205
DFT total energy, a.u.: -250.5479
Energy above the lowest of the compared OMol25 structures with the same formula, charge and spin, kJ/mol: 312.55

These are the Löwdin partial charges, in e, on atoms 1 to 4: -0.127 -0.069 -0.372 0.003

5.
Entry from OMol25: a cluster of 2 separate species, C5H9N in total (ωB97M-V with the def2-TZVPD basis set).

Element x y z (Å)
C 2.807 -0.283 0.029
C -1.264 0.355 0.541
C -2.178 0.262 -0.418
C 2.851 0.812 0.983
C -2.349 -1.040 -1.047
N 2.813 -1.098 -0.790
H -1.054 1.426 0.814
H -0.722 -0.542 0.884
H -2.606 1.079 -0.887
H 2.586 0.431 1.956
H 2.187 1.594 0.692
H 3.921 1.087 1.000
H -3.383 -1.429 -1.137
H -1.611 -1.672 -0.454
H -1.997 -0.981 -2.164

HOMO level, eV: -9.61
Orbital gap, eV: 10.388
DFT total energy, a.u.: -250.6032
Energy above the lowest of the compared OMol25 structures with the same formula, charge and spin, kJ/mol: 167.32

These are the Löwdin partial charges, in e, on atoms 1 to 4: -0.297 -0.033 -0.283 -0.071

6.
Entry from OMol25: an isolated molecule of C5H9N (ωB97M-V with the def2-TZVPD basis set).

Element x y z (Å)
C 0.791 -0.434 -0.241
C 0.830 0.584 -1.100
N 0.501 0.627 -2.481
C 0.638 -0.259 1.243
C -0.781 -0.481 1.677
C -1.883 -0.452 0.930
H 0.950 -1.432 -0.652
H 1.014 1.545 -0.617
H 0.141 1.549 -2.687
H 1.290 0.518 -3.114
H 1.294 -1.001 1.700
H 0.882 0.779 1.479
H -1.001 -0.319 2.736
H -2.813 -0.895 1.267
H -1.855 -0.329 -0.142

HOMO level, eV: -8.71
Orbital gap, eV: 9.809
DFT total energy, a.u.: -250.5886
Energy above the lowest of the compared OMol25 structures with the same formula, charge and spin, kJ/mol: 205.72

These are the Löwdin partial charges, in e, on atoms 1 to 4: -0.145 -0.231 0.014 -0.218

7.
Entry from OMol25: an isolated molecule of C5H9N (ωB97M-V with the def2-TZVPD basis set).

Element x y z (Å)
C -0.055 -1.146 1.680
C -0.166 -1.002 0.162
C 0.516 0.259 -0.387
C 0.220 0.681 -1.847
C -0.240 1.535 -0.808
N -0.816 2.532 -0.284
H -0.516 -0.292 2.185
H -0.555 -2.056 2.035
H 0.994 -1.194 1.994
H -1.225 -0.985 -0.120
H 0.259 -1.900 -0.315
H -0.520 2.112 0.604
H 1.578 0.331 -0.096
H -0.526 0.098 -2.365
H 1.053 1.026 -2.437

HOMO level, eV: -9.29
Orbital gap, eV: 10.336
DFT total energy, a.u.: -250.5762
Energy above the lowest of the compared OMol25 structures with the same formula, charge and spin, kJ/mol: 238.18

These are the Löwdin partial charges, in e, on atoms 1 to 4: -0.117 -0.245 -0.214 -0.065

8.
Entry from OMol25: a cluster of 2 separate species, C5H9N in total (ωB97M-V with the def2-TZVPD basis set).

Element x y z (Å)
C -0.648 1.158 0.644
C -2.179 -0.554 -0.281
C -1.103 -0.252 0.433
N 1.118 -0.763 -1.219
C 2.014 -0.784 0.005
C 1.791 0.263 -0.965
H -1.201 1.834 -0.015
H -0.848 1.451 1.680
H -2.584 -1.559 -0.311
H -2.705 0.212 -0.844
H -0.575 -1.042 0.966
H 1.527 -0.772 0.982
H 2.895 -1.417 -0.054
H 1.958 1.252 -1.375
H 0.422 1.308 0.460

HOMO level, eV: -9.42
Orbital gap, eV: 10.571
DFT total energy, a.u.: -250.5475
Energy above the lowest of the compared OMol25 structures with the same formula, charge and spin, kJ/mol: 313.55

These are the Löwdin partial charges, in e, on atoms 1 to 4: -0.115 -0.010 -0.276 0.114

9.
Entry from OMol25: a structure of composition C5H9N (ωB97M-V with the def2-TZVPD basis set).

Element x y z (Å)
C 0.445 -1.384 -0.679
C 1.488 -0.342 -0.655
C -0.090 -0.779 0.582
N -0.623 0.474 0.459
C -1.871 0.660 0.861
C 0.192 1.381 -0.230
H -0.181 -1.364 -1.577
H 0.746 -2.418 -0.484
H 2.290 -0.653 0.023
H 1.851 0.193 -1.526
H -0.080 -1.220 1.574
H -2.510 -0.212 0.867
H -2.224 1.650 1.106
H 1.021 1.816 0.323
H -0.453 2.197 -0.645

HOMO level (alpha / beta), eV: -6.79 / -6.79
Orbital gap (alpha / beta), eV: 7.572 / 7.572
DFT total energy, a.u.: -250.4506
Energy above the lowest of the compared OMol25 structures with the same formula, charge and spin, kJ/mol: 567.96

These are the Löwdin partial charges, in e, on atoms 1 to 4: -0.227 -0.047 -0.138 -0.335

10.
Entry from OMol25: a cluster of 2 separate species, C5H9N in total (ωB97M-V with the def2-TZVPD basis set).

Element x y z (Å)
C -2.000 -0.056 0.215
C -2.961 -1.072 0.298
C 1.546 -1.335 -0.357
C -0.561 1.875 -0.335
C -0.981 0.709 0.507
N -3.093 -0.317 -0.722
H 1.172 -0.769 0.480
H -3.387 -1.916 0.788
H 1.107 -0.966 -1.273
H 1.281 -2.377 -0.240
H 2.623 -1.244 -0.414
H -0.132 2.659 0.282
H -1.418 2.275 -0.875
H 0.188 1.570 -1.071
H -0.420 0.517 1.412

HOMO level, eV: -8.67
Orbital gap, eV: 9.627
DFT total energy, a.u.: -250.5501
Energy above the lowest of the compared OMol25 structures with the same formula, charge and spin, kJ/mol: 306.74

These are the Löwdin partial charges, in e, on atoms 1 to 4: -0.265 -0.038 -0.038 -0.101

- Which value of DFT total energy does entry 10 give?
  -250.5501 a.u.

Copy entry 7 word for word.
Entry from OMol25: an isolated molecule of C5H9N (ωB97M-V with the def2-TZVPD basis set).

Element x y z (Å)
C -0.055 -1.146 1.680
C -0.166 -1.002 0.162
C 0.516 0.259 -0.387
C 0.220 0.681 -1.847
C -0.240 1.535 -0.808
N -0.816 2.532 -0.284
H -0.516 -0.292 2.185
H -0.555 -2.056 2.035
H 0.994 -1.194 1.994
H -1.225 -0.985 -0.120
H 0.259 -1.900 -0.315
H -0.520 2.112 0.604
H 1.578 0.331 -0.096
H -0.526 0.098 -2.365
H 1.053 1.026 -2.437

HOMO level, eV: -9.29
Orbital gap, eV: 10.336
DFT total energy, a.u.: -250.5762
Energy above the lowest of the compared OMol25 structures with the same formula, charge and spin, kJ/mol: 238.18

These are the Löwdin partial charges, in e, on atoms 1 to 4: -0.117 -0.245 -0.214 -0.065

- The lowest DFT total energy belongs to which entry?
  C5H9INO2P